# C40H50BCl2F6N9O2PReS2Se

A structure of composition C40H50BCl2F6N9O2PReS2Se (ωB97M-V/def2-TZVPD, the Open Molecules 2025 dataset).

Element x y z (Å)
Re 1.963 0.350 0.552
C 2.650 1.441 -3.782
N 2.652 -0.002 -3.584
C 2.327 -0.913 -4.555
C 2.610 -2.139 -4.048
N 3.112 -1.977 -2.781
B 3.770 -3.245 -2.097
N 4.021 -3.108 -0.555
C 5.066 -3.768 0.034
C 4.796 -3.891 1.360
N 3.581 -3.298 1.576
C 2.857 -3.350 2.843
C 3.145 -2.801 0.401
S 1.620 -2.009 0.143
C 3.120 -0.675 -2.508
S 3.724 0.083 -1.063
H 1.701 1.741 -4.220
H 3.471 1.721 -4.439
H 2.788 1.920 -2.821
H 1.953 -0.613 -5.519
H 2.520 -3.116 -4.490
H 2.997 -4.150 -2.273
H 4.837 -3.422 -2.615
H 5.903 -4.120 -0.542
H 5.355 -4.349 2.158
H 2.625 -4.389 3.069
H 1.939 -2.782 2.745
H 3.468 -2.922 3.630
Cl -0.370 5.667 2.390
C -1.650 4.488 2.518
C -2.330 4.403 3.713
C -3.377 3.504 3.842
C -3.704 2.700 2.770
C -2.997 2.776 1.577
Cl -3.479 1.641 0.347
C -1.944 3.688 1.394
N -1.142 3.848 0.269
C -1.476 3.818 -1.100
C -2.778 4.008 -1.554
C -3.060 3.990 -2.909
C -2.042 3.809 -3.834
C -0.738 3.682 -3.384
C -0.433 3.693 -2.027
C 1.009 3.743 -1.585
C 1.525 2.590 -0.774
O 2.402 2.715 0.093
O 1.066 1.393 -0.960
H -2.054 5.063 4.524
H -3.934 3.439 4.766
H -4.515 1.988 2.840
H -0.321 4.394 0.472
H -3.569 4.189 -0.839
H -4.079 4.140 -3.242
H -2.256 3.814 -4.894
H 0.072 3.626 -4.103
H 1.231 4.636 -0.996
H 1.648 3.829 -2.467
F 2.987 -0.488 2.184
P 4.676 0.210 2.596
F 5.201 -0.709 1.424
F 3.897 1.066 3.690
F 4.183 1.314 1.467
F 6.040 0.901 2.850
F 4.823 -0.976 3.620
C 1.937 2.930 5.194
N 2.113 3.178 3.753
C 2.921 4.337 3.325
C 1.672 2.347 2.890
N 1.266 1.591 2.096
H 2.916 2.779 5.645
H 1.327 2.042 5.337
H 1.444 3.792 5.639
H 2.355 5.252 3.481
H 3.182 4.224 2.277
H 3.828 4.346 3.928
C -3.661 -0.539 -2.329
C -2.526 0.193 -3.042
C -1.342 -0.689 -3.436
C -0.412 -1.085 -2.294
N -1.031 -1.915 -1.251
C -1.156 -1.592 0.041
Se -0.564 0.003 0.881
N -1.761 -2.588 0.702
C -2.027 -2.627 2.148
C -3.233 -1.811 2.601
C -4.603 -2.426 2.303
C -5.116 -2.186 0.887
C -2.032 -3.607 -0.199
C -2.635 -4.853 -0.029
C -2.707 -5.657 -1.144
C -2.193 -5.246 -2.388
C -1.607 -4.012 -2.560
C -1.550 -3.187 -1.436
H -4.570 0.064 -2.329
H -3.432 -0.763 -1.287
H -3.899 -1.483 -2.827
H -2.163 1.029 -2.434
H -2.924 0.637 -3.956
H -0.706 -0.142 -4.139
H -1.702 -1.569 -3.973
H -0.047 -0.187 -1.796
H 0.452 -1.644 -2.667
H -1.119 -2.275 2.637
H -2.155 -3.678 2.403
H -3.172 -0.806 2.169
H -3.118 -1.684 3.680
H -5.321 -2.006 3.008
H -4.572 -3.500 2.519
H -5.175 -1.116 0.676
H -6.116 -2.602 0.763
H -4.482 -2.641 0.125
H -3.030 -5.176 0.924
H -3.164 -6.634 -1.063
H -2.261 -5.921 -3.230
H -1.210 -3.707 -3.517

Computed properties:
Frontier orbital gap (alpha / beta)   5.4 / 5.4 eV
Relative energy (zero: lowest compared OMol25 entry of this formula, charge and spin)   0.0000 eV
Multiplicity   3
HOMO (alpha / beta)   -12.307 / -12.306 eV
Total charge   +2